No. 1
The following is a DFT calculation (the ωB97M-V functional and the def2-TZVPD basis) of a 3-piece molecular cluster, C2H9O3 overall at a distorted geometry.

Last column: Löwdin charge in e.
Atoms and positions in Å:
O  -0.615  0.918  -0.142  -0.14
O  0.242  -3.693  -2.434  -0.18
O  -0.181  -1.248  -1.486  -0.43
C  -0.190  1.496  2.144  -0.11
C  0.268  1.578  0.677  -0.40
H  0.647  1.767  2.800  0.06
H  0.084  -2.754  -2.072  -0.04
H  1.100  -3.525  -2.836  -0.01
H  -1.132  -1.092  -1.531  -0.07
H  1.275  1.134  0.611  0.11
H  -0.483  0.464  2.339  0.07
H  -1.058  2.143  2.254  0.06
H  0.328  2.652  0.423  0.09
H  -0.288  0.159  -0.749  0.01

Values from the calculation:
- Energy above the lowest of the compared OMol25 structures with the same formula, charge and spin: 7.9 kcal per mole
- E_LUMO: 0.149 Ha
- Total charge: -1
- Orbital gap: 8.12 eV



No. 2
The following is a DFT calculation (the ωB97M-V functional and the def2-TZVPD basis) of C20H20IN3O2PtS3 as an isolated structure at a distorted geometry.

Last column: Löwdin charge in e.
Atoms and positions in Å:
Pt  11.577  -11.724  2.701  0.59
I  13.606  -9.912  3.379  0.04
S  11.744  -16.195  2.925  0.37
S  10.317  -13.641  2.222  0.40
S  13.119  -13.499  2.708  0.35
O  9.980  -10.438  2.802  -0.37
O  11.086  -12.050  4.771  -0.17
N  9.991  -11.437  6.633  0.13
N  10.386  -8.147  3.012  0.05
N  8.365  -9.239  3.923  -0.06
C  14.602  -6.939  -1.952  -0.11
C  13.194  -11.241  -3.980  -0.04
C  7.436  -9.878  3.074  -0.15
C  9.737  -9.392  3.606  -0.74
C  11.169  -13.138  -4.152  -0.11
C  13.826  -8.781  -0.570  -0.03
C  10.417  -9.636  5.054  -0.08
C  11.703  -14.601  2.656  -1.81
C  13.925  -7.438  -3.089  -0.12
C  13.211  -9.313  -1.715  -0.19
C  12.368  -11.470  -2.825  -0.14
C  13.122  -8.538  -2.906  -0.07
C  12.787  -11.709  -5.257  -0.10
C  11.425  -12.545  -2.900  -0.02
C  12.538  -10.584  -1.620  -0.17
C  11.781  -11.307  0.819  -0.25
C  10.539  -11.143  5.418  -0.46
C  11.833  -12.735  -5.312  -0.15
C  14.504  -7.574  -0.659  -0.07
C  12.160  -11.005  -0.371  -0.11
H  7.937  -10.307  2.211  0.08
H  13.791  -9.368  0.363  0.05
H  8.163  -8.226  3.944  0.12
H  15.146  -5.982  -2.087  0.08
H  13.941  -10.482  -3.959  0.08
H  10.689  -7.510  3.823  0.07
H  6.792  -10.630  3.553  0.07
H  11.011  -12.912  -1.945  0.12
H  10.365  -13.902  -4.269  0.10
H  11.275  -8.588  2.663  -0.02
H  9.761  -12.440  6.806  0.13
H  11.644  -13.252  -6.246  0.08
H  14.116  -7.091  -4.099  0.09
H  9.697  -10.731  7.338  0.11
H  14.992  -7.125  0.199  0.09
H  13.160  -11.340  -6.172  0.07
H  12.535  -8.930  -3.702  0.09
H  6.751  -9.141  2.620  0.07
H  11.381  -9.126  5.132  0.03
H  9.701  -9.256  5.851  0.10

Values from the calculation:
- Energy above the lowest of the compared OMol25 structures with the same formula, charge and spin: 11.6 kcal per mole
- Spin multiplicity: 3
- E_LUMO (alpha / beta): 0.162 / 0.158 Ha
- <S²>: 2.050
- Total charge: -2
- Orbital gap (alpha / beta): 3.87 / 6.15 eV



No. 3
The following is a DFT calculation (the ωB97M-V functional and the def2-TZVPD basis) of a single C4H8O2 molecule at a distorted geometry.

Last column: Löwdin charge in e.
Atoms and positions in Å:
O  0.903  -0.802  -1.785  -0.05
O  0.275  -0.509  1.400  -0.14
C  -1.019  0.007  -0.531  -0.13
C  -0.994  -0.076  0.969  -0.21
C  1.211  0.153  0.612  -0.12
C  0.379  0.206  -1.018  -0.35
H  1.328  1.211  0.863  0.11
H  -1.723  -0.771  1.350  0.12
H  0.601  1.178  -1.402  0.13
H  -1.655  0.816  -0.847  0.12
H  1.110  -1.020  -0.733  0.15
H  -1.397  -0.900  -0.969  0.12
H  2.178  -0.366  0.709  0.13
H  -1.206  0.897  1.397  0.12

Values from the calculation:
- Energy above the lowest of the compared OMol25 structures with the same formula, charge and spin: 83.9 kcal per mole
- E_LUMO: 0.035 Ha
- SMILES: O[C@H]1CCOC1
- Total charge: 0
- Orbital gap: 10.30 eV



No. 4
The following is a DFT calculation (the ωB97M-V functional and the def2-TZVPD basis) of an isolated ion of composition C2H2NO2S and charge -1 at a distorted geometry.

Last column: Löwdin charge in e.
Atoms and positions in Å:
S  1.836  -0.076  -0.626  0.64
O  1.862  -1.529  -0.419  -0.57
O  2.293  0.629  0.644  -0.61
N  -1.392  1.092  0.131  -0.08
C  -1.302  -0.364  -0.189  -0.19
C  -0.188  0.273  -0.350  -0.30
H  -1.809  -1.319  -0.340  0.07
H  -1.300  1.294  1.148  0.03

Values from the calculation:
- Energy above the lowest of the compared OMol25 structures with the same formula, charge and spin: 109.7 kcal per mole
- E_LUMO: 0.149 Ha
- Total charge: -1
- Orbital gap: 7.86 eV



No. 5
The following is a DFT calculation (the ωB97M-V functional and the def2-TZVPD basis) of C41H46P2Pt as an isolated structure at a distorted geometry.

Last column: Löwdin charge in e.
Atoms and positions in Å:
Pt  -0.662  0.967  -0.263  0.85
P  -1.469  0.230  -2.166  0.81
P  -2.441  -0.088  0.925  0.93
C  4.704  2.067  -0.889  -0.03
C  -4.359  -0.416  1.185  -0.19
C  -4.812  1.186  -4.312  -0.05
C  -4.586  -1.280  -4.040  -0.05
C  -1.021  -0.515  5.337  -0.04
C  3.553  -2.265  -0.576  -0.11
C  1.685  0.177  -4.531  -0.05
C  -0.180  0.864  -3.219  -0.41
C  4.574  -1.502  -0.158  -0.12
C  -3.663  1.387  -3.538  -0.06
C  -5.231  -0.414  0.076  -0.03
C  1.227  1.580  -0.565  -0.06
C  -1.469  -1.518  3.167  -0.09
C  2.892  -3.410  0.158  -0.19
C  -0.978  -1.616  4.476  -0.06
C  3.385  -2.015  2.887  -0.10
C  4.744  -2.399  2.346  -0.19
C  0.565  -0.183  -3.778  -0.09
C  5.266  -1.486  1.185  -0.18
C  -1.213  -1.350  -1.263  -0.32
C  -5.288  -0.141  -4.522  -0.04
C  3.630  2.714  -0.047  -0.59
C  0.075  2.211  -3.489  -0.10
C  2.173  -2.358  2.411  -0.10
C  -1.998  -0.302  2.720  -0.40
C  2.302  2.190  -0.472  0.08
C  3.776  4.245  -0.211  -0.02
C  -2.231  0.727  3.652  -0.13
C  -1.676  0.648  4.926  -0.05
C  1.788  -2.763  0.988  -0.21
C  2.086  1.532  -4.619  -0.05
C  -6.610  -0.617  0.233  0.01
C  -3.439  -1.057  -3.287  -0.11
C  3.835  2.400  1.442  -0.04
C  -0.560  2.181  1.361  -0.27
C  1.274  2.544  -4.109  -0.07
C  -1.758  -1.514  0.030  -0.31
C  -4.950  -0.659  2.440  -0.01
C  -7.173  -0.834  1.497  0.04
C  -3.016  0.258  -2.985  -0.38
C  -6.326  -0.852  2.603  0.00
H  -1.930  -2.498  0.460  0.08
H  -6.735  -1.017  3.598  0.13
H  2.249  -0.616  -5.032  0.12
H  5.414  -0.437  1.534  0.11
H  4.699  2.539  -1.868  0.09
H  -2.805  1.609  3.373  0.11
H  4.833  -3.466  2.057  0.11
H  -2.828  -1.877  -2.898  0.09
H  -1.746  1.503  5.591  0.12
H  3.291  -2.228  -1.643  0.10
H  -4.338  -0.690  3.338  0.11
H  -4.832  -0.225  -0.925  0.10
H  3.602  1.356  1.685  0.08
H  4.535  1.005  -1.000  0.05
H  1.605  3.583  -4.130  0.12
H  -8.248  -0.972  1.621  0.14
H  -7.265  -0.602  -0.639  0.13
H  -5.357  2.041  -4.761  0.13
H  -1.418  -2.375  2.492  0.09
H  -0.546  -0.566  6.321  0.12
H  0.316  -1.236  -3.552  0.11
H  -4.919  -2.319  -4.249  0.13
H  2.965  4.810  0.267  0.09
H  4.886  2.580  1.697  0.10
H  -0.097  2.999  0.756  0.00
H  -6.232  -0.308  -5.068  0.12
H  6.290  -1.852  0.961  0.12
H  0.968  -3.480  1.140  0.10
H  3.852  4.530  -1.270  0.09
H  5.480  -2.224  3.157  0.11
H  2.403  -4.060  -0.589  0.11
H  -0.497  3.004  -3.020  0.11
H  5.688  2.207  -0.452  0.11
H  5.091  -0.849  -0.903  0.10
H  -1.434  2.418  1.993  0.00
H  0.262  1.626  1.827  0.02
H  3.550  -4.006  0.793  0.10
H  -3.244  2.377  -3.348  0.11
H  1.401  -1.880  0.411  0.10
H  -0.540  -2.559  4.810  0.12
H  -0.487  -2.050  -1.717  0.08
H  3.199  3.051  2.062  0.10
H  3.436  -1.566  3.912  0.11
H  4.721  4.534  0.270  0.11
H  3.050  1.783  -5.083  0.12
H  1.283  -2.149  3.016  0.07

Values from the calculation:
- Energy above the lowest of the compared OMol25 structures with the same formula, charge and spin: 98.3 kcal per mole
- Spin multiplicity: 5
- E_LUMO (alpha / beta): -0.222 / -0.367 Ha
- <S²>: 6.037
- Total charge: +2
- Orbital gap (alpha / beta): 5.04 / 3.00 eV



No. 6
The following is a DFT calculation (the ωB97M-V functional and the def2-TZVPD basis) of C7H6Br2S as an isolated structure at a distorted geometry.

Last column: Löwdin charge in e.
Atoms and positions in Å:
Br  2.184  1.627  0.907  0.63
Br  2.148  -1.486  0.023  0.74
S  -1.628  0.542  -0.232  1.06
C  1.761  0.470  -2.551  -0.04
C  -0.208  -0.033  0.575  -0.69
C  1.008  0.814  -1.523  -0.29
C  -1.944  -0.818  1.915  -0.16
C  -0.597  -0.833  1.577  -0.18
C  -2.635  -0.266  0.891  -0.39
C  1.112  0.147  0.072  -1.13
H  0.168  -1.248  2.211  0.11
H  2.354  -0.422  -2.699  0.04
H  0.538  1.862  -1.586  0.11
H  -3.740  -0.289  1.000  0.09
H  1.749  1.173  -3.325  0.04
H  -2.269  -1.240  2.743  0.06

Values from the calculation:
- Energy above the lowest of the compared OMol25 structures with the same formula, charge and spin: 32.9 kcal per mole
- E_LUMO: 0.007 Ha
- Total charge: 0
- Orbital gap: 9.29 eV



No. 7
The following is a DFT calculation (the ωB97M-V functional and the def2-TZVPD basis) of a 2-piece molecular cluster, C3H4N4 overall at a distorted geometry.

Last column: Löwdin charge in e.
Atoms and positions in Å:
N  0.489  2.484  -0.130  -0.22
N  1.426  2.081  -0.544  0.16
N  1.344  -0.175  0.099  0.18
N  0.910  -1.220  0.073  -0.10
C  -0.414  -3.234  -0.136  0.05
C  -0.546  3.057  0.386  -0.08
C  0.180  -2.068  -0.392  -0.15
H  -0.734  4.086  0.243  0.03
H  -0.669  -3.793  -0.991  0.03
H  -0.515  -3.678  0.805  0.04
H  -1.471  2.461  0.585  0.06

Values from the calculation:
- Energy above the lowest of the compared OMol25 structures with the same formula, charge and spin: 168.7 kcal per mole
- E_LUMO: -0.023 Ha
- Total charge: 0
- Orbital gap: 7.69 eV



No. 8
The following is a DFT calculation (the ωB97M-V functional and the def2-TZVPD basis) of a 2-piece molecular cluster, C6H11NO2 overall at a distorted geometry.

Last column: Löwdin charge in e.
Atoms and positions in Å:
O  -2.621  1.382  1.878  0.11
O  -0.394  0.486  1.893  -0.07
N  -1.009  0.041  -1.869  0.14
C  0.158  1.908  -0.953  -0.05
C  -0.140  0.422  -0.996  -0.40
C  0.212  -1.967  -0.102  -0.08
C  0.633  -0.514  -0.057  -0.34
C  -1.857  0.533  1.522  -0.24
C  1.964  -0.251  0.167  0.07
H  0.233  -0.222  2.139  0.10
H  -0.787  2.450  -0.863  0.08
H  0.656  2.207  -1.878  0.09
H  2.383  0.747  0.139  0.06
H  0.223  -2.376  -1.115  0.08
H  -1.042  -0.973  -1.982  0.04
H  0.787  2.200  -0.113  0.06
H  -0.797  -2.086  0.303  0.07
H  2.646  -1.045  0.456  0.07
H  0.862  -2.593  0.516  0.08
H  -2.111  -0.349  0.915  0.12

Values from the calculation:
- Energy above the lowest of the compared OMol25 structures with the same formula, charge and spin: 76.8 kcal per mole
- E_LUMO: 0.018 Ha
- SMILES: [H]/N=C(/C)C(=C)C.O=CO
- Total charge: 0
- Orbital gap: 9.90 eV